No. 1
2 unconnected molecules or ions with the total composition C4H8Cl4 in a non-equilibrium geometry, computed with the ωB97M-V functional and the def2-TZVPD basis.

The geometry in XYZ format:
```
16
C4H8Cl4 (the ωB97M-V functional and the def2-TZVPD basis)
Cl -1.5241 -2.5938 4.1050
C -0.7173 -0.9749 4.1282
C 0.3131 -0.8354 3.0782
Cl 0.8637 0.8272 2.8943
H -0.3400 -0.8972 5.1478
H -1.6106 -0.3617 4.0089
H -0.1403 -1.2050 2.1584
H 1.1588 -1.4747 3.3312
Cl 0.7292 3.0061 -3.5770
C -0.2436 1.5314 -3.8446
C 0.5780 0.3163 -3.3484
Cl 1.8817 -0.2678 -4.4075
H -0.5343 1.4375 -4.8910
H -1.1947 1.6388 -3.3230
H -0.1254 -0.4927 -3.1515
H 0.9058 0.3459 -2.3093
```

- 2S+1: 1
- Relative energy (zero: lowest compared OMol25 entry of this formula, charge and spin): 13.77 kcal/mol
- E_HOMO: -0.394 hartree
- Orbital gap: 11.2 eV



No. 2
A molecular structure, C52H43BN8O5P2S3TeTi, computed with the ωB97M-V functional and the def2-TZVPD basis.

The geometry in XYZ format:
```
116
C52H43BN8O5P2S3TeTi (the ωB97M-V functional and the def2-TZVPD basis)
Ti 0.0994 -1.7536 0.3900
O -3.7751 -1.4833 0.2181
S -2.9364 -0.3827 -0.3492
C -3.7332 0.1813 -1.8456
C -5.0398 -0.2384 -2.0607
C -5.6760 0.1455 -3.2274
C -4.9985 0.9136 -4.1704
C -3.6862 1.2914 -3.9511
C -3.0284 0.9301 -2.7752
P -1.2858 1.4129 -2.4472
C -0.5367 0.8214 -4.0131
C -0.9843 -0.4180 -4.4829
C -0.3860 -1.0303 -5.5718
C 0.6617 -0.4073 -6.2349
C 1.1184 0.8184 -5.7795
C 0.5475 1.4128 -4.6607
C -1.5044 3.2407 -2.4757
C -2.5967 3.7304 -1.7494
C -2.7713 5.0874 -1.5389
C -1.8497 5.9960 -2.0405
C -0.7521 5.5270 -2.7414
C -0.5711 4.1643 -2.9397
C -3.3264 0.9416 0.7903
C -4.6392 1.3909 0.8744
C -5.0407 2.1431 1.9612
C -4.1386 2.4149 2.9826
C -2.8291 1.9799 2.8879
C -2.3922 1.2515 1.7764
P -0.6017 0.8761 1.5458
C 0.0395 2.4800 0.9549
C -0.2902 3.6716 1.6008
C 0.3218 4.8566 1.2294
C 1.2782 4.8672 0.2208
C 1.5942 3.6921 -0.4393
C 0.9665 2.5086 -0.0777
C -0.0205 0.8642 3.2846
C 1.1382 1.5403 3.6553
C 1.6434 1.4277 4.9439
C 0.9976 0.6373 5.8796
C -0.1799 -0.0139 5.5329
C -0.6837 0.1016 4.2494
H -5.5154 -0.8857 -1.3352
H -6.6954 -0.1655 -3.4121
H -5.4959 1.2068 -5.0850
H -3.1531 1.8622 -4.7018
H -1.8089 -0.9195 -3.9934
H -0.7423 -1.9986 -5.8980
H 1.1228 -0.8779 -7.0930
H 1.9326 1.3174 -6.2870
H 0.9790 2.3354 -4.3048
H -3.3323 3.0434 -1.3476
H -3.6322 5.4355 -0.9828
H -1.9833 7.0572 -1.8780
H -0.0199 6.2217 -3.1325
H 0.3139 3.8458 -3.4660
H -5.3477 1.1408 0.0962
H -6.0615 2.4952 2.0259
H -4.4553 2.9715 3.8544
H -2.1452 2.1895 3.6988
H -1.0201 3.6860 2.3980
H 0.0577 5.7748 1.7367
H 1.7701 5.7926 -0.0482
H 2.3242 3.6872 -1.2391
H 1.1946 1.6069 -0.6284
H 1.6467 2.1809 2.9462
H 2.5467 1.9603 5.2108
H 1.4002 0.5371 6.8786
H -0.7086 -0.6121 6.2628
H -1.6162 -0.3898 4.0100
C -2.1251 -3.6270 3.3048
C -1.9853 -2.4663 2.5716
N -0.6956 -2.2724 2.2470
N 0.0008 -3.3349 2.7629
C -0.8428 -4.1533 3.3881
B 1.5361 -3.4729 2.5555
N 2.1597 -2.0388 2.4742
C 3.2807 -1.5961 3.0567
C 3.6087 -0.3681 2.5140
C 2.6056 -0.1152 1.5909
N 1.7364 -1.1291 1.5677
N 1.7999 -4.0745 1.1521
C 2.3121 -5.2407 0.7404
C 2.5179 -5.1788 -0.6240
C 2.0796 -3.9126 -0.9916
N 1.6445 -3.2478 0.0772
N 2.1909 -4.2524 3.6565
C 3.4538 -4.7662 3.6775
C 3.7466 -5.1105 4.9679
C 2.5898 -4.7522 5.6913
N 1.6667 -4.2299 4.9109
H -3.0298 -4.0398 3.7124
H -2.7474 -1.7811 2.2314
H -0.4826 -5.0438 3.8720
H 3.7684 -2.1777 3.8208
H 4.4400 0.2631 2.7699
H 2.4581 0.7558 0.9738
H 2.4970 -6.0365 1.4417
H 2.9263 -5.9401 -1.2628
H 2.0611 -3.4540 -1.9639
H 4.0417 -4.8519 2.7792
H 4.6561 -5.5466 5.3400
H 2.3964 -4.8623 6.7459
O -2.3194 -2.4375 -2.1449
S -1.0419 -2.8450 -1.6789
O -0.2884 -3.7514 -2.4689
O -0.1413 -1.5160 -1.4001
O -1.0418 -3.2226 -0.1709
Te 2.7289 -0.2817 -2.0311
C 4.2516 -0.1068 -3.3674
C 5.0770 -1.1138 -3.8230
C 6.0184 -0.6633 -4.7745
C 5.8968 0.6755 -5.0298
S 4.6485 1.3854 -4.1185
H 4.9980 -2.1341 -3.4789
H 6.7507 -1.2962 -5.2519
H 6.4889 1.2727 -5.7045
```

- 2S+1: 2
- Relative energy (zero: lowest compared OMol25 entry of this formula, charge and spin): 14.89 kcal/mol
- E_HOMO (alpha / beta): -0.367 / -0.368 hartree
- Charge: +1
- Orbital gap (alpha / beta): 6.0 / 6.0 eV



No. 3
A molecular structure, C36H28BrIrN3O6P2, computed with the ωB97M-V functional and the def2-TZVPD basis.

The geometry in XYZ format:
```
77
C36H28BrIrN3O6P2 (the ωB97M-V functional and the def2-TZVPD basis)
Ir 0.6809 -0.0292 -0.4482
O 0.7271 4.8786 -3.6184
C -0.4687 4.3186 -3.6356
O -1.4187 4.7872 -4.1946
C -0.6449 3.0342 -2.8739
C -1.8451 2.3496 -2.8446
N -1.6934 1.2803 -2.0480
N -0.4461 1.2361 -1.5551
C 0.2025 2.2895 -2.0513
C 1.6411 2.4003 -1.6468
O 2.3288 3.3079 -2.0467
O 2.0277 1.4510 -0.8278
H 1.3940 4.3569 -3.1200
H -2.7741 2.5773 -3.3419
H -2.3603 0.5524 -1.8291
N -1.5629 0.1789 1.8818
P -1.6646 1.8244 1.7026
C -2.8760 2.4469 2.8352
C -3.2432 1.7496 3.9917
C -4.1748 2.3074 4.8478
C -4.7374 3.5451 4.5557
C -4.3715 4.2368 3.4088
C -3.4430 3.6903 2.5403
C -0.0461 2.5589 1.7748
C 0.9514 2.0111 2.5901
C 2.1762 2.6512 2.6797
C 2.4104 3.8101 1.9519
C 1.4193 4.3499 1.1381
C 0.1872 3.7288 1.0445
P -0.9244 -0.9883 0.7756
C -2.3598 -1.6473 -0.0789
C -2.3890 -1.7641 -1.4697
C -3.5227 -2.2640 -2.0980
C -4.6181 -2.6561 -1.3437
C -4.5822 -2.5685 0.0437
C -3.4566 -2.0724 0.6764
C -0.3544 -2.2938 1.8586
C 0.2339 -2.0303 3.0948
C 0.7666 -3.0708 3.8377
C 0.7336 -4.3676 3.3417
C 0.1548 -4.6327 2.1078
C -0.3951 -3.6006 1.3648
H -2.2944 -0.2138 2.4705
H -2.7851 0.8037 4.2551
H -4.4553 1.7827 5.7506
H -5.4652 3.9741 5.2310
H -4.8141 5.1979 3.1875
H -3.1700 4.2245 1.6383
H 0.7598 1.1265 3.1795
H 2.9498 2.2426 3.3150
H 3.3740 4.2974 2.0143
H 1.6125 5.2523 0.5741
H -0.5829 4.1481 0.4074
H -1.5149 -1.5263 -2.0613
H -3.5392 -2.3657 -3.1750
H -5.4979 -3.0504 -1.8342
H -5.4288 -2.8984 0.6300
H -3.4294 -2.0439 1.7607
H 0.2704 -1.0236 3.4877
H 1.2108 -2.8706 4.8031
H 1.1549 -5.1763 3.9236
H 0.1229 -5.6449 1.7277
H -0.8556 -3.8140 0.4069
Br 0.1785 -4.6575 -2.2012
C 1.9340 -4.5937 -1.5063
C 2.7088 -5.7283 -1.6656
C 3.9933 -5.7720 -1.1414
C 4.5126 -4.6913 -0.4421
C 3.7419 -3.5588 -0.2773
C 2.4497 -3.4903 -0.8135
C 1.7426 -2.2383 -0.6011
O 2.1105 -1.3616 0.2443
O 0.6888 -1.8713 -1.2713
H 2.3061 -6.5775 -2.1991
H 4.5894 -6.6638 -1.2821
H 5.5131 -4.7316 -0.0358
H 4.1289 -2.6997 0.2530
```

- 2S+1: 2
- Relative energy (zero: lowest compared OMol25 entry of this formula, charge and spin): 24.23 kcal/mol
- E_HOMO (alpha / beta): -0.516 / -0.516 hartree
- Charge: +2
- Orbital gap (alpha / beta): 7.1 / 5.7 eV



No. 4
A molecular structure, InNO3, computed with the ωB97M-V functional and the def2-TZVPD basis.

The geometry in XYZ format:
```
5
InNO3 (the ωB97M-V functional and the def2-TZVPD basis)
In -2.0549 0.6263 -2.1955
N 0.5223 -0.1465 0.5955
O 0.5105 0.2673 -0.5862
O 1.4263 0.1231 1.3017
O -0.4043 -0.8703 0.8845
```

- 2S+1: 1
- Relative energy (zero: lowest compared OMol25 entry of this formula, charge and spin): 24.88 kcal/mol
- E_HOMO: -0.806 hartree
- Charge: +2
- Orbital gap: 4.6 eV



No. 5
2 unconnected molecules or ions with the total composition C4H7P in a non-equilibrium geometry, computed with the ωB97M-V functional and the def2-TZVPD basis.

The geometry in XYZ format:
```
12
C4H7P (the ωB97M-V functional and the def2-TZVPD basis)
C 0.2947 1.3184 -0.2344
C 0.5705 0.0061 -0.0776
C -0.8161 0.3905 -0.2638
C 1.7432 -0.8982 0.2101
P -2.3303 -0.3712 0.2935
H 0.4596 2.4265 -0.3637
H -1.4415 -0.2029 -2.0426
H 1.6620 -0.8948 1.3638
H 2.6577 -0.3940 -0.2060
H 1.5563 -1.8474 -0.0489
H -3.1428 0.8394 0.0780
H -2.0899 -0.0454 1.5795
```

- 2S+1: 1
- Relative energy (zero: lowest compared OMol25 entry of this formula, charge and spin): 134.93 kcal/mol
- E_HOMO: -0.266 hartree
- Orbital gap: 8.0 eV



No. 6
A molecular structure, C25H28F5O3W in a non-equilibrium geometry, computed with the ωB97M-V functional and the def2-TZVPD basis.

The geometry in XYZ format:
```
62
C25H28F5O3W (the ωB97M-V functional and the def2-TZVPD basis)
O 0.2765 -0.6677 -0.5632
C -0.9684 -0.1995 -1.1729
C -0.7815 -1.0758 -2.4066
H -0.9156 0.8727 -1.3758
H -1.8173 -0.4635 -0.5358
C 0.5397 -1.5084 -1.7268
H -0.6780 -0.4949 -3.3238
H -1.5324 -1.8647 -2.5033
C 1.8036 -1.0115 -2.4001
H 1.7634 0.0794 -2.4985
H 1.9198 -1.4682 -3.3921
H 2.6744 -1.2792 -1.7893
C 0.6196 -2.9715 -1.3414
H -0.3302 -3.3140 -0.9170
H 1.4162 -3.1276 -0.6025
H 0.8562 -3.5748 -2.2299
W 0.7189 -0.5502 2.2546
C 0.1977 -2.2625 3.6931
C -0.8365 -1.2833 3.8601
C -1.6055 -1.2445 2.6505
H -1.0935 -0.7984 4.7900
C -1.0745 -2.2178 1.7517
C 0.0492 -2.8358 2.3816
H 0.6177 -3.6714 1.9840
H 0.8841 -2.5808 4.4715
H -2.4769 -0.6209 2.4813
H -1.5294 -2.5232 0.8170
C 2.7445 -0.4083 3.3144
C 2.8175 -1.6211 2.5475
C 2.7853 -1.2802 1.1638
H 2.9772 -2.6127 2.9562
C 2.7463 0.1482 1.0563
C 2.7411 0.6938 2.3799
H 2.8962 1.7308 2.6426
H 2.8689 -0.3250 4.3838
H 2.9416 -1.9721 0.3436
H 2.8025 0.7219 0.1388
O -1.6949 0.8079 -4.8468
C -1.4415 -0.1759 -5.8833
C -2.0182 0.3059 -7.2262
H -1.9234 -1.1276 -5.5902
H -0.3539 -0.3602 -5.9280
C -3.0411 1.3799 -6.8067
H -2.4652 -0.5159 -7.7865
H -1.2230 0.7692 -7.8232
C -2.4800 1.8698 -5.4543
H -4.0241 0.9107 -6.6604
H -3.1304 2.1882 -7.5359
H -3.2665 2.1817 -4.7513
H -1.8266 2.7426 -5.6451
F 0.2267 5.0584 6.7346
C 0.1950 4.0659 5.8251
C 0.5581 2.7691 6.1920
F 0.9363 2.5129 7.4591
C 0.5190 1.7615 5.2521
F 0.8740 0.4976 5.6326
C 0.1207 2.0195 3.9350
O 0.0855 1.0595 3.0166
C -0.2436 3.3282 3.5796
F -0.6196 3.5902 2.3048
C -0.2097 4.3424 4.5220
F -0.5718 5.6008 4.2009
```

- 2S+1: 3
- Relative energy (zero: lowest compared OMol25 entry of this formula, charge and spin): 0.00 kcal/mol
- E_HOMO (alpha / beta): -0.392 / -0.422 hartree
- Charge: +1
- Orbital gap (alpha / beta): 7.8 / 7.7 eV



No. 7
2 unconnected molecules or ions with the total composition C3H11NO2, computed with the ωB97M-V functional and the def2-TZVPD basis.

The geometry in XYZ format:
```
17
C3H11NO2 (the ωB97M-V functional and the def2-TZVPD basis)
C 1.1576 0.8024 0.4142
C -0.3303 0.8929 0.0971
C -1.1868 0.5994 1.3262
O -0.6657 0.0459 -0.9922
N 2.0480 1.1600 -0.6958
H 1.3912 1.4575 1.2593
H 1.3873 -0.2270 0.6927
H -0.5627 1.9044 -0.2494
H -0.9738 1.3297 2.1049
H -2.2413 0.6717 1.0551
H -0.9823 -0.3978 1.7227
H -0.5820 -0.8751 -0.7017
H 1.7941 0.5796 -1.4866
H 1.8488 2.1138 -0.9740
H -0.7876 -3.0195 0.7340
H -1.2346 -3.4964 -0.6594
O -0.7386 -2.8016 -0.2089
```

- 2S+1: 1
- Relative energy (zero: lowest compared OMol25 entry of this formula, charge and spin): 0.00 kcal/mol
- E_HOMO: -0.331 hartree
- Orbital gap: 9.5 eV



No. 8
C3H5N3O in the gas phase in a non-equilibrium geometry, computed with the ωB97M-V functional and the def2-TZVPD basis.

The geometry in XYZ format:
```
12
C3H5N3O (the ωB97M-V functional and the def2-TZVPD basis)
N -1.3160 -0.6856 -1.2499
C -0.3617 -0.0474 -0.5084
C 0.9775 -0.2221 -0.4847
N 1.5272 0.7550 0.4715
C 0.4396 0.5408 1.3428
O 0.4277 -0.1707 2.3041
N -0.6853 0.8734 0.4943
H -2.2836 -0.6939 -0.9744
H -1.0764 -0.9773 -2.1776
H 1.5592 -1.0527 -0.8424
H 2.3959 0.4694 0.9023
H -1.6040 1.2112 0.7224
```

- 2S+1: 1
- Relative energy (zero: lowest compared OMol25 entry of this formula, charge and spin): 57.53 kcal/mol
- E_HOMO: -0.274 hartree
- Orbital gap: 8.3 eV



Q: Look up the 2S+1 of the third one.
A: 2